Record 1
Formula: C37H52AsBaNOS6SbSi
Source: the OMol25 dataset
Level of theory: ωB97M-V with the def2-TZVPD basis set

The total charge is +1. The value obtained for the frontier orbital gap is 0.28780 Eh.

```
101
Properties=species:S:1:pos:R:3:lowdin_charge:R:1
Ba -0.092 -0.498 -0.714 1.340
C -2.920 2.890 -1.207 -0.541
C -3.100 3.082 0.296 -0.507
S -2.504 1.684 1.288 0.812
C -1.772 2.595 2.668 -0.530
C -0.937 1.660 3.536 -0.530
S 0.456 0.858 2.722 0.821
C 1.785 2.072 2.820 -0.526
C 1.647 3.349 1.992 -0.521
S 1.379 2.991 0.241 0.852
C 0.265 4.348 -0.195 -0.524
C -0.357 4.114 -1.569 -0.520
S -1.249 2.562 -1.794 0.767
H -3.331 3.754 -1.733 0.088
H -3.490 2.025 -1.552 0.022
H -4.160 3.256 0.489 0.085
H -2.574 3.978 0.627 0.065
H -2.550 3.050 3.284 0.091
H -1.150 3.396 2.271 0.038
H -1.561 0.844 3.909 0.073
H -0.580 2.192 4.420 0.090
H 2.670 1.517 2.498 0.076
H 1.959 2.338 3.865 0.086
H 2.544 3.953 2.140 0.084
H 0.808 3.941 2.360 0.064
H 0.801 5.299 -0.213 0.090
H -0.516 4.428 0.562 0.047
H 0.429 4.108 -2.326 0.068
H -1.016 4.947 -1.823 0.090
C 1.315 -6.615 -1.613 -0.188
Si 2.837 -5.795 -0.881 0.518
C 3.974 -5.224 -2.262 -0.169
C 3.705 -7.097 0.158 -0.185
C 2.498 -4.307 0.249 -0.249
C 3.239 -4.206 1.421 -0.079
C 3.083 -3.127 2.284 -0.058
C 2.159 -2.166 1.939 -0.168
N 1.441 -2.204 0.816 -0.113
C 1.616 -3.239 -0.024 -0.710
S 0.723 -3.231 -1.578 0.464
H 1.662 -7.356 -2.337 0.038
H 0.677 -5.896 -2.120 -0.046
H 0.735 -7.148 -0.858 0.033
H 4.333 -6.067 -2.855 0.033
H 4.843 -4.705 -1.858 0.033
H 3.443 -4.543 -2.928 0.009
H 3.653 -8.057 -0.359 0.034
H 3.222 -7.224 1.129 0.034
H 4.759 -6.882 0.331 0.034
H 3.944 -4.984 1.683 0.095
H 3.648 -3.041 3.200 0.104
H 1.970 -1.330 2.602 0.051
S -2.938 -0.667 -1.441 -0.077
Sb -2.744 -2.950 -1.575 1.243
C -1.895 -3.543 -3.398 -0.424
C -1.393 -4.819 -3.624 -0.158
C -0.935 -5.166 -4.883 -0.063
C -0.984 -4.242 -5.919 -0.070
C -1.505 -2.979 -5.697 -0.077
C -1.969 -2.626 -4.436 -0.140
C -2.204 -3.737 0.282 -0.374
C -2.710 -3.046 1.377 -0.134
C -2.433 -3.503 2.661 -0.070
C -1.668 -4.642 2.838 -0.066
C -1.169 -5.330 1.739 -0.060
C -1.428 -4.877 0.457 -0.127
C -4.706 -3.641 -1.943 -0.340
C -5.725 -3.159 -1.127 -0.129
C -7.028 -3.589 -1.316 -0.075
C -7.315 -4.500 -2.323 -0.075
C -6.302 -4.978 -3.136 -0.075
C -4.995 -4.549 -2.948 -0.110
H -1.349 -5.547 -2.823 0.093
H -0.539 -6.157 -5.054 0.113
H -0.627 -4.516 -6.903 0.108
H -1.566 -2.266 -6.510 0.108
H -2.395 -1.643 -4.265 0.077
H -3.296 -2.142 1.242 0.080
H -2.817 -2.966 3.518 0.109
H -1.453 -4.996 3.837 0.110
H -0.567 -6.216 1.885 0.111
H -1.001 -5.389 -0.391 0.070
H -5.512 -2.431 -0.352 0.089
H -7.818 -3.211 -0.681 0.108
H -8.333 -4.835 -2.473 0.108
H -6.527 -5.686 -3.922 0.108
H -4.216 -4.929 -3.597 0.093
C 0.506 0.634 -4.548 -0.187
As 2.079 0.294 -3.513 0.983
C 2.810 -1.366 -4.108 -0.198
C 3.355 1.661 -3.907 -0.189
O 1.706 0.322 -1.868 -0.893
H 0.778 0.636 -5.604 0.052
H 0.075 1.594 -4.264 0.017
H -0.224 -0.153 -4.374 0.027
H 2.953 -1.305 -5.187 0.050
H 2.129 -2.174 -3.837 -0.007
H 3.767 -1.535 -3.616 0.053
H 3.558 1.673 -4.978 0.048
H 4.271 1.451 -3.357 0.051
H 2.963 2.626 -3.590 0.041
```

=====

Record 2
Formula: C2HBrCl2F2
Source: the OMol25 dataset
Level of theory: ωB97M-V with the def2-TZVPD basis set

The total charge is 0. The SMILES is F/C(Cl)=C(/Cl)Br.F. The value obtained for the frontier orbital gap is 0.36529 Eh.

```
8
Properties=species:S:1:pos:R:3:lowdin_charge:R:1
C 3.719 -0.532 -0.251 -1.195
C 2.919 -1.015 0.703 -0.902
F -0.317 0.475 -0.492 -0.085
F 2.852 -0.423 1.899 -0.004
Cl 3.845 -1.270 -1.788 0.626
Cl 1.944 -2.401 0.550 0.733
Br 4.762 1.008 0.055 0.738
H -1.110 0.183 -0.097 0.089
```

=====

Record 3
Formula: C20H60O17
Source: the OMol25 dataset
Level of theory: ωB97M-V with the def2-TZVPD basis set

The total charge is -1. Its spin multiplicity is 2. The value obtained for the frontier orbital gap (spin up / spin down) is 0.05349 / 0.33945 Eh.

```
97
Properties=species:S:1:pos:R:3:lowdin_charge:R:1
C 5.721 -2.127 1.981 -0.078
C 4.332 -1.643 2.506 -0.252
O 4.310 -0.212 2.787 -0.120
H 5.969 -1.571 1.078 0.070
H 5.686 -3.203 1.809 0.058
H 6.520 -2.110 2.722 0.062
H 4.097 -2.189 3.419 0.100
H 3.482 -1.784 1.838 0.085
H 3.787 0.292 2.159 0.047
C 1.562 0.338 -0.361 -0.084
C 0.272 1.022 -0.742 -0.305
O -0.831 0.406 -0.082 -0.099
H 2.274 1.086 -0.709 0.050
H 1.720 -0.573 -0.937 0.063
H 1.522 0.144 0.711 0.067
H 0.144 0.982 -1.824 0.092
H 0.461 2.015 -0.334 0.100
H -1.058 0.961 0.667 0.039
C -5.210 1.930 1.619 -0.059
C -4.597 0.646 0.968 -0.289
O -4.215 -0.301 1.944 -0.110
H -6.157 1.612 2.057 0.065
H -5.399 2.659 0.831 0.072
H -4.543 2.276 2.408 0.066
H -3.684 0.944 0.452 0.101
H -5.334 0.149 0.338 0.112
H -4.253 -1.116 1.438 0.034
C -2.965 -4.142 0.885 -0.239
C -3.007 -2.959 -0.100 -0.198
O -4.274 -2.327 0.040 -0.079
O -3.744 -5.247 0.462 -0.048
H -3.265 -3.782 1.869 0.122
H -1.922 -4.444 0.984 0.098
H -2.917 -3.255 -1.146 0.123
H -2.193 -2.252 0.061 0.112
H -4.892 -2.998 -0.257 0.101
H -4.021 -5.641 1.293 0.085
C 0.862 -3.937 -0.382 -0.264
C 2.348 -4.158 -0.095 -0.250
O 3.117 -3.002 -0.245 -0.091
O 0.722 -3.839 -1.777 -0.054
H 0.445 -3.074 0.138 0.110
H 0.256 -4.755 0.007 0.100
H 2.745 -4.909 -0.778 0.123
H 2.430 -4.425 0.959 0.113
H 3.712 -3.111 -0.989 0.088
H -0.126 -3.410 -1.910 0.072
C -0.887 -0.685 3.212 -0.184
C -0.545 0.799 3.360 -0.231
O -1.426 1.442 2.551 -0.090
O -2.180 -1.034 3.787 -0.091
H -0.243 -1.310 3.830 0.113
H -0.941 -1.188 2.246 0.111
H 0.401 1.019 2.863 0.117
H -0.503 1.231 4.360 0.135
H -2.250 0.967 2.684 0.076
H -2.843 -1.155 3.103 0.029
C -3.027 -0.901 -4.048 -0.207
C -2.685 0.608 -3.751 -0.210
O -2.497 0.899 -2.349 -0.107
O -1.873 -1.740 -4.104 -0.099
H -3.646 -0.988 -4.941 0.106
H -3.565 -1.224 -3.157 0.103
H -3.471 1.244 -4.159 0.104
H -1.781 1.038 -4.183 0.098
H -1.788 0.351 -2.005 0.029
H -1.305 -1.655 -4.874 0.021
C 4.978 3.220 3.515 -0.248
C 4.022 3.281 2.297 -0.175
O 4.297 2.233 1.257 -0.179
O 4.851 2.075 4.366 -0.067
H 4.848 4.137 4.090 0.110
H 5.969 3.347 3.079 0.108
H 4.099 4.295 1.906 0.104
H 2.979 3.079 2.544 0.103
H 4.326 2.549 0.351 0.049
H 4.956 1.332 3.767 0.031
C -0.936 4.905 1.517 -0.217
C -0.774 4.839 -0.036 -0.293
O -1.111 6.024 -0.689 -0.096
O -0.154 3.987 2.282 -0.073
H -1.978 4.815 1.825 0.111
H -0.704 5.957 1.683 0.110
H -1.416 4.033 -0.390 0.107
H 0.229 4.577 -0.374 0.096
H -1.052 5.846 -1.631 0.077
H -0.373 3.072 2.091 0.031
C 1.272 0.422 -5.010 -0.288
C 1.011 -0.992 -5.571 -0.250
O -0.260 -1.099 -6.222 -0.108
O 0.928 1.428 -6.024 -0.234
H 2.327 0.557 -4.770 0.059
H 0.688 0.597 -4.107 0.080
H 1.166 -1.744 -4.797 0.115
H 1.746 -1.200 -6.348 0.103
H -0.229 -0.461 -6.938 0.082
H 1.460 2.207 -5.847 0.017
```

=====

Record 4
Formula: C28H51InN5O6P2S2Sb2
Source: the OMol25 dataset
Level of theory: ωB97M-V with the def2-TZVPD basis set

The total charge is +1. The value obtained for the frontier orbital gap is 0.27203 Eh.

```
97
Properties=species:S:1:pos:R:3:lowdin_charge:R:1
In -0.808 0.424 0.279 0.524
C 2.324 -3.120 -4.516 -0.361
Sb 0.981 -2.867 -2.863 1.363
C 2.103 -1.261 -1.956 -0.322
C 1.843 -4.576 -1.780 -0.322
C 2.976 -4.251 -0.853 -0.291
C 4.287 -4.283 -1.340 -0.045
C 5.382 -3.999 -0.540 -0.071
C 5.183 -3.704 0.805 -0.075
C 3.891 -3.686 1.299 -0.078
C 2.778 -3.926 0.485 -0.289
C 1.417 -3.893 1.104 -0.278
Sb 0.553 -1.963 1.603 1.424
C 2.317 -1.177 2.498 -0.298
C -0.433 -2.695 3.343 -0.270
H 2.083 -4.035 -5.058 0.002
H 3.346 -3.173 -4.140 -0.005
H 2.235 -2.274 -5.197 -0.003
H 2.946 -1.011 -2.601 0.011
H 2.492 -1.569 -0.982 -0.012
H 1.458 -0.387 -1.830 -0.059
H 2.207 -5.210 -2.590 0.055
H 1.025 -5.103 -1.291 0.037
H 4.443 -4.557 -2.378 0.109
H 6.382 -4.036 -0.954 0.107
H 6.023 -3.518 1.461 0.106
H 3.733 -3.500 2.356 0.107
H 1.452 -4.312 2.110 0.066
H 0.649 -4.423 0.542 0.050
H 2.478 -1.604 3.488 0.031
H 2.231 -0.101 2.567 -0.053
H 3.159 -1.425 1.852 -0.005
H 0.229 -2.564 4.196 0.018
H -0.624 -3.755 3.189 0.018
H -1.381 -2.188 3.519 -0.012
O -3.881 2.872 -1.381 -0.284
S -3.371 1.964 -0.386 0.517
O -3.152 0.582 -0.823 -0.353
O -2.084 2.421 0.213 -0.419
C -4.609 1.791 0.874 -0.223
C -5.586 2.775 0.878 -0.050
C -6.696 2.661 1.701 -0.052
C -6.837 1.550 2.509 -0.047
C -5.860 0.563 2.524 -0.045
C -4.737 0.659 1.714 -0.200
S -3.537 -0.670 1.967 0.507
O -3.796 -1.149 3.295 -0.284
O -3.597 -1.636 0.895 -0.305
O -2.221 0.089 1.932 -0.502
H -5.478 3.618 0.209 0.115
H -7.454 3.434 1.692 0.115
H -7.708 1.447 3.143 0.115
H -5.948 -0.286 3.187 0.115
C 4.417 1.660 0.020 -0.280
P 2.621 1.964 0.174 0.829
C 2.450 3.411 -0.947 -0.290
C 2.585 2.813 1.815 -0.423
C 1.196 3.252 2.316 -0.382
P -0.123 1.981 2.459 0.870
C 0.236 1.113 4.022 -0.221
C -1.549 2.996 2.944 -0.230
H 4.981 2.587 0.145 0.048
H 4.633 1.239 -0.962 0.040
H 4.744 0.944 0.771 0.037
H 3.195 4.174 -0.713 0.051
H 1.457 3.861 -0.856 0.030
H 2.590 3.091 -1.982 0.041
H 3.224 3.695 1.743 0.083
H 3.064 2.149 2.539 0.072
H 0.788 4.018 1.650 0.084
H 1.297 3.718 3.298 0.093
H 0.046 1.792 4.855 0.061
H 1.265 0.768 4.077 0.029
H -0.432 0.253 4.111 0.045
H -1.289 3.563 3.838 0.061
H -2.394 2.342 3.158 0.053
H -1.827 3.670 2.139 0.045
C -0.569 3.456 -3.334 -0.021
N -1.172 2.163 -3.638 -0.111
C -2.393 2.206 -4.459 -0.006
C -0.946 1.159 -2.762 -0.388
N -0.209 1.276 -1.691 0.087
N -1.523 -0.052 -3.106 0.182
C -1.802 -1.112 -2.264 -0.588
N -2.780 -1.928 -2.714 0.212
N -1.118 -1.307 -1.183 -0.012
H -0.677 4.099 -4.201 0.099
H 0.497 3.339 -3.138 0.077
H -1.052 3.940 -2.479 0.109
H -2.294 3.032 -5.155 0.097
H -3.278 2.353 -3.838 0.093
H -2.518 1.316 -5.073 0.086
H 0.093 2.231 -1.553 0.020
H -2.049 -0.044 -3.960 0.124
H -3.443 -1.560 -3.375 0.122
H -3.190 -2.538 -2.022 0.127
H -1.560 -2.047 -0.637 0.048
```